Entry 1:
C38H29CaN5O7S2Se as an isolated structure. Source: OMol25; level of theory: ωB97M-V with the def2-TZVPD basis set.

As for the charge: -2. For the strongest force on any atom, the calculation gives 0.01038 hartree/bohr. For the energy relative to the best compared isomer or geometry (same formula, charge and spin), the calculation gives 0.391 eV. The HOMO-LUMO gap comes out at 5.3 eV. The HOMO energy is -1.696 eV.

Each line ends with the Mulliken charge.
Element x y z (Å)
Ca1 -0.004 0.206 -1.390  1.6397
O1 -2.809 -4.283 -4.316  -0.5480
C1 -3.613 -4.629 -3.311  0.5296
O2 -4.586 -5.325 -3.489  -0.6498
C2 -3.194 -4.094 -1.978  0.3954
C3 -1.862 -4.198 -1.583  -0.4953
C4 -1.421 -3.534 -0.460  0.1655
C5 -2.310 -2.742 0.270  0.4366
C6 -3.649 -2.670 -0.098  -0.2616
C7 -4.091 -3.364 -1.215  -1.1689
N1 -1.729 -1.956 1.271  0.0364
C8 -2.363 -1.548 2.279  -0.5568
C9 -1.756 -0.603 3.235  0.7306
C10 -2.578 0.041 4.159  -0.7654
C11 -2.024 0.986 5.005  -0.3192
C12 -0.671 1.252 4.904  -0.8277
C13 0.071 0.543 3.966  0.0013
N2 -0.444 -0.370 3.157  -0.1216
H1 -2.313 -3.435 -4.092  0.2028
H2 -1.156 -4.736 -2.204  0.2960
H3 -0.373 -3.522 -0.191  0.2720
H4 -4.322 -1.996 0.416  0.1899
H5 -5.111 -3.260 -1.562  0.3034
H6 -3.410 -1.815 2.476  0.3887
H7 -3.637 -0.184 4.182  0.3321
H8 -2.643 1.516 5.719  0.4013
H9 -0.190 1.996 5.525  0.3635
H10 1.135 0.727 3.854  0.3596
C14 3.988 -0.678 1.568  -0.6002
C15 4.681 0.495 1.313  -0.6861
C16 3.980 1.626 0.936  -0.7758
C17 2.593 1.548 0.820  0.5089
N3 1.931 0.421 1.072  0.5810
C18 2.608 -0.661 1.431  -0.5492
C19 1.751 2.706 0.403  0.4138
C20 2.216 4.016 0.394  -0.7780
C21 1.354 5.023 -0.013  -0.5409
C22 0.056 4.703 -0.366  -0.7051
C23 -0.334 3.371 -0.313  -0.2175
N4 0.503 2.403 0.052  0.4517
H11 4.498 -1.594 1.838  0.4179
H12 5.762 0.520 1.381  0.3824
H13 4.503 2.539 0.686  0.3595
H14 2.011 -1.550 1.605  0.3897
H15 3.231 4.246 0.687  0.3518
H16 1.701 6.047 -0.070  0.3695
H17 -0.642 5.449 -0.716  0.4811
H18 -1.342 3.061 -0.582  0.2963
O3 -3.388 2.190 -0.902  -0.8395
C24 -3.041 1.052 -1.247  -0.0839
O4 -2.093 0.388 -0.714  -0.2382
C25 -3.825 0.340 -2.344  0.5381
C26 -5.159 0.741 -2.438  -0.7327
C27 -6.053 0.183 -3.334  -0.5313
C28 -5.576 -0.789 -4.207  -0.7031
C29 -4.251 -1.173 -4.151  -0.7520
C30 -3.326 -0.654 -3.219  0.7894
S1 -1.693 -1.322 -3.324  -0.2636
H19 -5.471 1.528 -1.763  0.3748
H20 -7.086 0.513 -3.366  0.3607
H21 -6.228 -1.246 -4.944  0.3595
H22 -3.891 -1.907 -4.861  0.4416
C31 7.649 -3.989 -0.567  -1.4670
C32 6.415 -3.239 -0.996  1.1467
C33 5.200 -3.896 -1.165  -0.8024
C34 4.058 -3.206 -1.547  -0.5801
C35 4.124 -1.840 -1.761  -0.0773
C36 5.325 -1.167 -1.601  -0.5638
C37 6.462 -1.866 -1.224  -0.6979
S2 2.670 -0.947 -2.277  1.4100
O5 2.535 -1.190 -3.690  -0.7266
O6 2.846 0.441 -1.876  -0.5491
O7 1.589 -1.547 -1.467  -0.5580
H23 7.488 -5.066 -0.612  0.3392
H24 7.926 -3.740 0.460  0.2793
H25 8.503 -3.748 -1.203  0.3594
H26 5.143 -4.965 -0.993  0.2894
H27 3.110 -3.716 -1.664  0.4152
H28 5.349 -0.096 -1.761  0.5007
H29 7.399 -1.333 -1.097  0.3460
Se1 0.570 4.712 -4.217  -0.3992
C38 0.250 3.050 -3.521  -0.1710
N5 0.028 2.009 -3.055  -0.6942

=====

Entry 2:
C25H36N6O2PS3Ti as an isolated structure. Source: OMol25; level of theory: ωB97M-V with the def2-TZVPD basis set.

As for the charge: +1. For the strongest force on any atom, the calculation gives 0.00939 hartree/bohr. The HOMO-LUMO gap comes out at 7.4 eV. The HOMO energy is -9.650 eV.

Each line ends with the natural charge from an NBO analysis.
Element x y z (Å)
Ti1 -0.462 0.488 -0.285  1.4321
C1 1.263 -1.810 5.082  -0.4045
N1 0.334 -1.136 4.192  -0.3286
C2 -0.649 -0.261 4.562  -0.0672
C3 -1.295 0.103 3.409  -0.0664
N2 -0.721 -0.525 2.350  -0.4279
C4 0.251 -1.263 2.838  0.0448
P1 1.291 -2.336 1.813  0.7526
C5 0.022 -2.695 0.561  0.0983
N3 -0.661 -1.825 -0.167  -0.4885
C6 -1.527 -2.547 -0.935  -0.0526
C7 -1.365 -3.875 -0.669  -0.0697
N4 -0.386 -3.960 0.280  -0.3171
C8 0.070 -5.191 0.908  -0.4072
C9 2.199 -1.065 0.866  0.1013
N5 1.676 -0.115 0.112  -0.4968
C10 2.714 0.587 -0.431  -0.0732
C11 3.889 0.051 0.006  -0.0621
N6 3.555 -0.992 0.825  -0.3174
C12 4.498 -1.839 1.541  -0.4069
H1 1.073 -1.481 6.100  0.2308
H2 2.292 -1.563 4.826  0.2090
H3 1.131 -2.890 5.032  0.2177
H4 -0.805 0.011 5.591  0.2285
H5 -2.128 0.773 3.283  0.2331
H6 -2.206 -2.067 -1.619  0.2437
H7 -1.861 -4.748 -1.054  0.2331
H8 -0.282 -6.031 0.315  0.2290
H9 -0.328 -5.281 1.917  0.2196
H10 1.156 -5.218 0.946  0.2217
H11 2.550 1.431 -1.082  0.2422
H12 4.913 0.320 -0.184  0.2356
H13 5.495 -1.654 1.152  0.2300
H14 4.251 -2.888 1.396  0.2251
H15 4.489 -1.612 2.606  0.2172
S1 -2.789 0.372 -0.298  -0.1234
C13 -3.080 2.111 -0.354  -0.1898
C14 -4.215 2.633 0.266  -0.2090
C15 -4.478 3.991 0.228  -0.2139
C16 -3.603 4.849 -0.429  -0.2263
C17 -2.467 4.346 -1.038  -0.1707
C18 -2.192 2.979 -1.008  -0.1946
S2 -0.760 2.343 -1.813  -0.1898
H16 -4.887 1.959 0.782  0.2233
H17 -5.364 4.381 0.711  0.2213
H18 -3.806 5.911 -0.462  0.2208
H19 -1.776 5.009 -1.542  0.2161
C19 1.471 2.856 2.205  -0.6158
C20 0.194 3.015 1.393  0.1023
C21 -0.927 3.629 2.217  -0.6181
O1 -0.207 1.751 0.920  -0.7540
H20 1.799 3.823 2.588  0.2212
H21 2.272 2.436 1.596  0.2058
H22 1.283 2.192 3.052  0.2052
H23 0.385 3.648 0.516  0.1834
H24 -1.083 3.049 3.129  0.2019
H25 -1.854 3.655 1.646  0.2324
H26 -0.665 4.650 2.500  0.2179
C22 -0.883 0.372 -5.917  -0.6285
C23 -1.047 -0.028 -4.460  -0.5949
S3 0.465 0.217 -3.515  1.2930
O2 0.148 -0.388 -2.146  -0.9961
C24 1.541 -1.048 -4.230  -0.5850
C25 0.983 -2.458 -4.163  -0.6313
H27 -1.846 0.315 -6.422  0.2424
H28 -0.194 -0.289 -6.444  0.2094
H29 -0.521 1.397 -6.006  0.2285
H30 -1.349 -1.065 -4.323  0.2298
H31 -1.757 0.613 -3.934  0.2719
H32 2.459 -0.951 -3.647  0.2384
H33 1.764 -0.722 -5.246  0.2390
H34 0.627 -2.676 -3.155  0.2313
H35 1.762 -3.173 -4.421  0.2319
H36 0.160 -2.601 -4.863  0.2150

=====

Entry 3:
C40H51ClFeGeN6O4S as an isolated structure. Source: OMol25; level of theory: ωB97M-V with the def2-TZVPD basis set.

As for the charge: 0. For the strongest force on any atom, the calculation gives 0.03820 hartree/bohr. For the energy relative to the best compared isomer or geometry (same formula, charge and spin), the calculation gives 0.000 eV. The HOMO-LUMO gap (spin up / spin down) comes out at 8.2 / 8.0 eV. Its multiplicity is 5. The HOMO energy (spin up / spin down) is -7.679 / -7.676 eV.

Each line ends with the Mulliken spin population.
Element x y z (Å)
Fe1 -3.198 -22.358 1.168  3.7364
N1 -3.508 -23.897 -0.318  0.0630
C1 -3.873 -25.189 0.272  0.0037
C2 -2.775 -25.825 1.096  0.0117
C3 -2.607 -25.235 2.520  -0.0009
N2 -2.100 -23.875 2.428  0.0565
H1 -4.277 -23.560 -0.917  -0.0194
H2 -2.747 -24.010 -0.954  -0.0008
H3 -4.220 -25.847 -0.516  -0.0010
H4 -4.755 -25.073 0.888  -0.0039
H5 -1.794 -25.783 0.586  -0.0009
H6 -3.018 -26.886 1.203  -0.0002
H7 -1.943 -25.889 3.071  0.0011
H8 -3.593 -25.154 3.018  -0.0007
H9 -1.117 -23.826 2.208  0.0000
H10 -2.153 -23.414 3.323  -0.0087
O1 -6.786 -21.900 2.431  0.0086
C4 -5.638 -22.132 2.810  0.0037
O2 -4.821 -22.979 2.231  0.0433
C5 -5.068 -21.321 3.966  0.0118
C6 -4.212 -20.130 3.508  0.0386
Ge1 -4.953 -19.348 1.900  0.0168
C7 -4.711 -19.793 -1.643  0.0034
C8 -4.593 -19.014 -2.900  0.0020
C9 -4.756 -19.678 -4.066  -0.0005
C10 -4.934 -21.139 -4.131  0.0015
C11 -4.853 -21.897 -3.018  0.0015
C12 -4.459 -21.336 -1.746  0.0684
C13 -3.057 -17.444 0.584  -0.0016
C14 -2.715 -16.760 1.763  0.0009
C15 -1.594 -15.942 1.774  -0.0004
C16 -0.850 -15.694 0.644  0.0001
C17 -1.225 -16.292 -0.534  -0.0005
C18 -2.313 -17.149 -0.596  0.0001
C19 -6.533 -18.339 2.304  -0.0008
C20 -6.480 -17.009 1.988  0.0006
C21 -7.353 -16.106 2.580  0.0002
C22 -8.323 -16.580 3.489  0.0001
C23 -8.410 -17.980 3.740  -0.0001
C24 -7.548 -18.843 3.111  -0.0003
H11 -4.434 -21.973 4.536  -0.0031
H12 -5.829 -20.963 4.675  0.0003
H13 -3.163 -20.379 3.323  -0.0051
H14 -4.221 -19.343 4.249  -0.0017
H15 -4.433 -17.920 -2.868  0.0000
H16 -4.765 -19.119 -4.989  -0.0001
H17 -5.178 -21.572 -5.099  0.0001
H18 -4.938 -22.981 -3.069  -0.0001
H19 -3.439 -21.586 -1.563  0.0008
H20 -3.228 -17.039 2.665  0.0003
H21 -1.397 -15.459 2.711  0.0000
H22 0.023 -15.049 0.643  0.0000
H23 -0.647 -16.084 -1.419  0.0000
H24 -2.577 -17.597 -1.526  -0.0001
H25 -5.693 -16.646 1.330  -0.0003
H26 -7.283 -15.061 2.288  0.0000
H27 -9.040 -15.937 3.966  0.0000
H28 -9.199 -18.351 4.425  0.0000
H29 -7.601 -19.923 3.250  -0.0001
O3 -0.366 -21.757 2.793  0.0265
S1 -0.514 -20.938 1.589  0.0481
N3 -1.574 -21.328 0.618  0.0105
C25 -9.407 -17.549 -1.870  0.0000
C26 -9.567 -18.807 -1.000  -0.0002
C27 -10.978 -19.346 -1.259  0.0000
C28 -9.520 -18.316 0.468  0.0001
C29 -8.489 -19.885 -1.263  0.0023
O4 -8.349 -20.013 -2.706  0.0000
C30 -8.827 -21.218 -0.512  0.0015
C31 -9.534 -22.292 -1.342  0.0001
C32 -8.604 -23.279 -2.010  -0.0001
C33 -7.804 -24.141 -1.225  0.0001
C34 -6.918 -25.025 -1.780  0.0006
C35 -6.801 -25.068 -3.162  0.0003
Cl1 -5.716 -26.241 -3.891  0.0000
C36 -7.622 -24.335 -3.984  0.0001
C37 -8.520 -23.403 -3.389  -0.0001
C38 -7.136 -19.388 -0.759  0.0025
N4 -6.085 -20.265 -1.234  0.0040
C39 -5.390 -21.299 -0.509  -0.1259
N5 -4.537 -20.638 0.472  -0.0667
C40 -3.898 -19.568 -0.315  0.0367
N6 -4.027 -18.426 0.605  0.0032
H30 -10.190 -16.825 -1.583  0.0000
H31 -9.441 -17.839 -2.913  0.0000
H32 -8.462 -17.093 -1.718  0.0000
H33 -11.770 -18.624 -1.035  0.0000
H34 -11.172 -20.222 -0.676  0.0000
H35 -11.108 -19.631 -2.333  0.0000
H36 -10.355 -17.647 0.600  0.0001
H37 -8.636 -17.760 0.718  0.0000
H38 -9.738 -19.087 1.197  0.0000
H39 -9.143 -20.424 -3.026  0.0000
H40 -9.436 -20.922 0.345  0.0001
H41 -7.946 -21.661 -0.037  -0.0009
H42 -10.196 -21.891 -2.114  0.0000
H43 -10.178 -22.835 -0.636  0.0000
H44 -7.851 -24.063 -0.128  0.0000
H45 -6.320 -25.736 -1.194  -0.0005
H46 -7.526 -24.383 -5.075  0.0000
H47 -9.042 -22.730 -4.066  0.0000
H48 -7.181 -19.302 0.359  -0.0004
H49 -6.991 -18.386 -1.193  0.0017
H50 -5.985 -22.145 -0.191  0.0043
H51 -2.806 -19.658 -0.531  0.0277

=====

Entry 4:
A 2-piece molecular cluster, C4H12 overall. Source: OMol25; level of theory: ωB97M-V with the def2-TZVPD basis set.

As for the charge: 0. For the strongest force on any atom, the calculation gives 0.09389 hartree/bohr. For the energy relative to the best compared isomer or geometry (same formula, charge and spin), the calculation gives 1.400 eV. The HOMO-LUMO gap comes out at 12.4 eV. The HOMO energy is -11.269 eV. The structure (SMILES) is CC.CC.

Each line ends with the natural charge from an NBO analysis.
Element x y z (Å)
C1 -0.648 -2.920 0.850  -0.6012
C2 -0.108 -1.465 0.745  -0.6149
H1 -0.239 -3.583 1.534  0.2023
H2 -1.758 -2.917 0.987  0.1965
H3 -0.416 -3.472 -0.141  0.1927
H4 -0.799 -0.891 1.532  0.1981
H5 0.786 -1.688 1.179  0.2074
H6 -0.108 -1.029 -0.290  0.2183
C3 0.477 1.689 -1.395  -0.6230
C4 0.358 2.698 -0.223  -0.6245
H7 0.585 2.248 -2.380  0.2049
H8 1.396 1.098 -1.480  0.2147
H9 -0.437 1.135 -1.421  0.2087
H10 0.225 2.276 0.888  0.2055
H11 -0.528 3.377 -0.292  0.2078
H12 1.213 3.447 -0.092  0.2067

=====

> Which of these has the lowest strongest force on any atom?

C25H36N6O2PS3Ti

=====

> The lowest strongest force on any atom belongs to which entry?

C25H36N6O2PS3Ti

=====

> charge of number 4 (C4H12)?

0